A structure of composition C3H7NO2, computed with ωB97M-V with the def2-TZVPD basis set.

CARTESIAN COORDINATES (ANGSTROEM)
C1 -2.156 -0.040 -0.512
N1 -1.233 -0.066 0.589
C2 0.064 -0.020 0.521
O1 0.536 -0.046 1.725
O2 0.805 0.041 -0.570
C3 2.218 0.075 -0.334
H1 -2.693 0.915 -0.553
H2 -2.896 -0.840 -0.402
H3 -1.617 -0.181 -1.454
H4 -0.726 -0.090 1.852
H5 2.473 0.920 0.308
H6 2.683 0.183 -1.314
H7 2.542 -0.852 0.144

Energy relative to the best compared isomer or geometry (same formula, charge and spin): 2.725 eV
Kohn-Sham gap: 10.098 eV
Net charge: 0
HOMO energy: -0.33751 Ha